The following is a DFT calculation (ωB97M-V/def2-TZVPD) of a structure of composition C8H11N2 in a non-equilibrium geometry.

```
21
Properties=species:S:1:pos:R:3:forces:R:3:mulliken_charge:R:1
N 0.6676 0.3127 0.8604 -1.62 -0.87 -0.44 0.0237
N -1.4321 -0.1053 0.4190 0.92 -0.44 -1.13 0.0756
C -0.0494 0.3921 2.0349 -0.65 0.19 0.90 0.6248
C -0.1153 1.3383 -2.4824 -1.78 2.77 -0.27 -0.7424
C 0.0912 0.1131 -2.0905 -0.17 0.27 4.30 0.6866
C 0.5940 -1.0726 -2.6796 -0.02 -1.07 -2.43 -0.2045
C -0.2185 -0.0519 -0.1048 1.80 1.18 -4.01 -0.5610
C 0.5353 0.8376 3.3198 0.54 -1.85 -0.60 -1.1651
C -1.3610 0.1306 1.7836 0.91 0.21 -0.81 -0.5481
C 0.4955 -2.2745 -2.1199 1.76 -1.15 1.07 -0.6309
H 1.2589 0.0742 3.6946 -0.49 0.82 -0.03 0.3192
H -2.2060 0.1683 2.4164 -0.55 -0.08 0.44 0.4657
H -0.5621 2.1783 -1.8920 0.68 -1.24 0.29 0.2726
H 0.9811 1.7694 3.1282 1.01 1.24 0.12 0.3684
H 0.3689 -2.5008 -1.0557 -0.83 0.99 -0.08 0.2332
H 0.9288 -3.2100 -2.4718 -0.27 0.45 -1.13 0.3165
H -2.1590 -0.3282 -0.2585 -0.40 0.10 0.96 0.2681
H -0.2683 0.9975 3.9897 -0.58 -0.02 0.96 0.3274
H 0.9253 -0.9469 -3.7956 -0.60 -0.28 2.22 0.2748
H -0.1525 1.7676 -3.4976 0.72 -1.19 0.02 0.3280
H 1.6777 0.4104 0.8020 -0.42 -0.04 -0.33 0.2675
```
Forces are in eV/Å.

energy	-11445.12867	eV
E_HOMO	-13.17	eV
Kohn-Sham gap	10.0	eV
net charge	+1